Here is a 3-piece molecular cluster, C4H14N2O overall from OMol25. Energies are from the ωB97M-V functional and the def2-TZVPD basis.

Summary:
HOMO = -18.51 eV
Electronic energy = -9381.9837 eV
Charge = +2
Energy above the lowest of the compared OMol25 structures with the same formula, charge and spin = 442.1 kJ/mol

Last column: Mulliken charge in e.
Positions of all 21 atoms, in Å:
C  -0.29  -0.72  -0.14  -0.30
C  -1.06  0.50  0.30  -0.23
C  0.08  0.88  1.10  0.49
C  0.23  1.26  2.40  -0.82
N  1.16  1.53  0.21  -0.32
N  -2.20  -1.83  -1.42  -0.75
H  0.06  -0.73  -1.20  0.38
H  0.06  -1.56  0.50  0.33
H  -1.42  1.08  -0.49  0.25
H  -1.99  0.09  0.91  0.39
H  1.04  1.95  2.58  0.27
H  -0.37  0.79  3.21  0.31
H  0.77  1.89  -0.70  0.40
H  1.79  0.68  -0.11  0.35
H  1.66  2.16  0.78  0.28
H  -3.10  -1.70  -0.95  0.31
H  -2.48  -1.56  -2.37  0.31
H  -2.11  -2.84  -1.37  0.30
H  2.65  -0.38  -1.84  0.34
H  3.02  -1.14  -0.58  0.35
O  2.52  -0.34  -0.84  -0.63